Density functional theory data (ωB97M-V/def2-TZVPD) for C3H3N2P in the gas phase in a non-equilibrium geometry.

Summary:
E_LUMO (alpha / beta) = -1.1 / -1.5 eV
total energy = -566.7803 Eh
orbital gap (alpha / beta) = 6.71 / 7.36 eV

Last column: Löwdin charge in e.
Geometry (Å):
C 0.75 -0.08 0.63  -0.10
C 0.22 -1.38 0.08  -0.34
C -0.91 1.50 -0.28  -0.54
N -0.01 0.98 0.36  0.01
N -0.29 -1.66 -0.97  0.18
P -1.95 2.64 -0.89  0.75
H 1.31 -0.23 1.54  0.09
H 0.23 -1.91 1.04  0.11
H -1.80 2.22 -2.23  -0.15

=====

Density functional theory data (ωB97M-V/def2-TZVPD) for a gas-phase ion, C6H16N2 (charge +1) in a non-equilibrium geometry.

Summary:
net charge = +1
expectation value of S² = 0.7544
multiplicity = 2
E_LUMO (alpha / beta) = -2.8 / -8.0 eV
total energy = -347.3247 Eh
orbital gap (alpha / beta) = 10.08 / 4.84 eV

Last column: Löwdin charge in e.
Geometry (Å):
C -1.31 -1.29 0.47  -0.14
N 0.12 -1.08 0.14  0.16
C 0.54 -0.79 -1.23  -0.15
C 1.93 -0.19 -1.15  -0.20
C 2.25 1.30 -1.48  -0.27
N 2.72 2.18 -0.38  0.00
C -1.95 -0.01 0.98  -0.22
C -3.07 -0.30 2.03  -0.07
H -1.87 -1.68 -0.45  0.17
H -1.08 -2.02 1.26  0.15
H 0.47 -0.33 0.72  0.14
H -0.10 -0.24 -1.88  0.14
H 0.58 -1.77 -1.79  0.17
H 2.52 -0.39 -0.16  0.15
H 2.62 -0.89 -1.71  0.12
H 2.97 1.16 -2.28  0.10
H 1.28 1.69 -1.93  0.13
H 3.01 1.77 0.43  0.01
H 1.89 2.84 -0.08  0.13
H -1.14 0.65 1.42  0.13
H -2.44 0.52 0.24  0.08
H -3.95 -0.74 1.47  0.11
H -3.34 0.60 2.65  0.10
H -2.68 -0.99 2.72  0.05

=====

Density functional theory data (ωB97M-V/def2-TZVPD) for a molecular structure, C32H35N4O2P2Ta in a non-equilibrium geometry.

Summary:
net charge = +4
E_LUMO (alpha / beta) = -13.5 / -13.5 eV
total energy = -2348.1153 Eh
orbital gap (alpha / beta) = 5.31 / 5.31 eV

Last column: Löwdin charge in e.
Geometry (Å):
Ta 0.42 0.03 0.64  1.85
O 0.34 -0.14 2.79  -0.09
C -0.80 -0.67 2.59  -0.71
O -1.49 -0.13 1.65  -0.14
C -1.05 -2.06 2.99  -0.10
P -0.59 -2.69 1.27  1.11
C 0.17 -4.30 1.34  -0.39
C -0.03 -5.11 0.21  -0.09
C 0.44 -6.41 0.21  -0.02
C 1.15 -6.88 1.31  0.00
C 1.39 -6.06 2.41  -0.02
C 0.92 -4.76 2.43  -0.06
C -2.21 -2.91 0.52  -0.39
C -2.98 -3.99 0.96  -0.06
C -4.27 -4.14 0.48  -0.01
C -4.78 -3.23 -0.44  -0.01
C -4.01 -2.16 -0.89  -0.04
C -2.72 -2.01 -0.41  -0.12
H -2.09 -2.30 3.22  0.13
H -0.37 -2.38 3.78  0.12
H -0.58 -4.73 -0.65  0.11
H 0.25 -7.05 -0.64  0.13
H 1.55 -7.89 1.29  0.14
H 1.94 -6.44 3.26  0.13
H 1.13 -4.13 3.28  0.11
H -2.58 -4.70 1.67  0.13
H -4.87 -4.96 0.82  0.13
H -5.79 -3.36 -0.82  0.13
H -4.42 -1.46 -1.60  0.12
H -2.10 -1.18 -0.77  0.07
N 1.55 -1.37 -1.01  0.01
C 2.42 -0.64 -1.92  -0.26
C 2.28 -0.84 -3.28  -0.01
C 3.15 -0.23 -4.17  -0.01
C 4.14 0.60 -3.68  -0.01
C 4.26 0.81 -2.32  0.01
C 3.41 0.18 -1.40  -0.16
C 3.60 0.39 0.04  -0.18
C 4.90 0.57 0.50  0.02
C 5.18 0.93 1.82  0.05
C 4.14 1.13 2.73  -0.01
C 2.85 0.89 2.33  -0.10
C 2.54 0.50 1.00  -0.21
H 2.13 -1.98 -0.42  0.12
H 0.96 -1.98 -1.58  0.11
H 1.51 -1.52 -3.65  0.13
H 3.06 -0.42 -5.23  0.13
H 4.84 1.08 -4.36  0.13
H 5.03 1.48 -1.95  0.13
H 5.72 0.41 -0.18  0.14
H 6.21 1.07 2.13  0.14
H 4.35 1.44 3.75  0.14
H 2.07 1.00 3.07  0.09
C -1.39 6.04 -0.11  -0.07
N -1.17 5.45 -1.52  -0.05
C -2.54 5.03 -2.07  -0.07
N -3.15 4.12 -1.17  -0.14
C -3.36 4.72 0.15  -0.11
N -2.06 5.10 0.70  -0.14
C -1.26 3.97 1.12  -0.29
P -0.83 2.90 -0.37  1.02
C -0.23 4.28 -1.48  -0.23
C -2.56 2.80 -1.12  -0.29
H -2.00 6.94 -0.23  0.16
H -0.42 6.32 0.30  0.16
H -0.76 6.17 -2.12  0.20
H -2.39 4.59 -3.05  0.16
H -3.15 5.93 -2.17  0.16
H -3.85 4.01 0.81  0.15
H -3.99 5.60 0.06  0.16
H -1.81 3.38 1.85  0.11
H -0.34 4.32 1.60  0.11
H -0.11 3.89 -2.49  0.11
H 0.76 4.63 -1.15  0.11
H -3.18 2.14 -0.51  0.10
H -2.49 2.39 -2.13  0.11

=====

Density functional theory data (ωB97M-V/def2-TZVPD) for a molecular structure, C43H38F6N2O5 in a non-equilibrium geometry.

Summary:
E_LUMO = -1.7 eV
total energy = -2746.1294 Eh
orbital gap = 5.30 eV

Last column: Löwdin charge in e.
Geometry (Å):
C -1.57 -3.65 -2.78  -0.07
C -2.39 -2.77 -1.89  -0.22
O -1.65 -1.53 -1.74  0.00
C -2.48 -0.58 -1.28  -0.44
C -1.94 0.80 -1.53  -0.08
C -1.90 1.03 -3.00  -0.29
C -1.32 2.34 -3.44  -0.14
C -0.68 3.29 -2.61  -0.03
C -0.32 4.54 -3.14  -0.07
C -0.61 4.85 -4.46  -0.08
C -1.17 3.88 -5.30  -0.07
C -1.48 2.63 -4.80  -0.01
O -2.37 0.24 -3.81  0.12
C -2.86 1.80 -0.93  -0.46
O -3.20 2.85 -1.45  0.11
O -3.34 1.42 0.26  -0.04
C -4.44 2.27 0.66  -0.21
C -5.13 1.53 1.76  -0.06
O -3.61 -0.84 -0.88  0.12
H -2.09 -4.60 -2.91  0.08
H -1.47 -3.19 -3.76  0.09
H -0.59 -3.84 -2.35  0.08
H -3.35 -2.53 -2.36  0.13
H -2.57 -3.19 -0.89  0.13
H -0.46 3.06 -1.57  0.11
H 0.14 5.26 -2.47  0.11
H -0.38 5.85 -4.84  0.10
H -1.38 4.10 -6.35  0.10
H -1.94 1.87 -5.43  0.12
H -4.07 3.25 0.97  0.13
H -5.09 2.37 -0.21  0.13
H -5.99 2.09 2.09  0.08
H -5.47 0.56 1.39  0.09
H -4.48 1.36 2.62  0.06
F 8.19 -0.90 0.00  0.12
C 7.22 -0.64 -0.91  -0.53
F 6.86 0.68 -0.78  0.11
F 7.77 -0.78 -2.16  0.11
C 6.01 -1.53 -0.79  -0.04
N 5.06 -1.18 -1.86  -0.05
C 5.19 -1.97 -3.04  -0.24
C 4.92 -3.34 -2.98  -0.02
C 5.00 -4.11 -4.14  -0.08
C 5.42 -3.52 -5.33  -0.08
C 5.76 -2.16 -5.37  -0.07
C 5.65 -1.38 -4.22  -0.02
C 3.75 -0.81 -1.51  -0.20
C 3.05 0.11 -2.33  0.02
C 1.77 0.49 -1.99  0.03
C 1.10 -0.03 -0.83  -0.18
C -0.08 0.58 -0.33  0.02
C -0.29 0.88 1.02  -0.16
C -1.15 1.93 1.47  0.00
C -1.61 2.00 2.77  0.00
C -1.19 1.02 3.70  -0.19
N -1.87 0.79 4.89  -0.04
C -2.45 1.92 5.62  -0.03
C -1.51 2.25 6.74  -0.53
F -1.88 3.29 7.52  0.13
F -1.37 1.14 7.55  0.11
F -0.26 2.52 6.23  0.11
C -2.35 -0.49 5.23  -0.21
C -1.49 -1.56 5.50  -0.02
C -2.03 -2.83 5.75  -0.07
C -3.41 -3.01 5.76  -0.09
C -4.27 -1.92 5.56  -0.07
C -3.74 -0.66 5.32  -0.02
C -0.07 0.23 3.37  0.00
C 0.44 0.25 2.09  0.00
C 1.77 -1.10 -0.17  -0.02
C 3.11 -1.38 -0.40  0.00
H 6.35 -2.56 -0.94  0.14
H 5.57 -1.36 0.20  0.13
H 4.62 -3.77 -2.02  0.12
H 4.73 -5.17 -4.10  0.11
H 5.49 -4.12 -6.24  0.10
H 6.11 -1.70 -6.30  0.11
H 5.90 -0.32 -4.21  0.12
H 3.57 0.53 -3.19  0.12
H 1.26 1.25 -2.59  0.11
H -0.70 1.16 -1.13  0.05
H -1.36 2.76 0.79  0.13
H -2.32 2.78 3.08  0.11
H -2.56 2.80 4.98  0.13
H -3.40 1.62 6.07  0.13
H -0.42 -1.39 5.54  0.10
H -1.36 -3.67 5.94  0.11
H -3.83 -4.00 5.94  0.10
H -5.36 -2.03 5.59  0.11
H -4.39 0.21 5.15  0.11
H 0.41 -0.37 4.16  0.11
H 1.39 -0.24 1.91  0.10
H 1.23 -1.68 0.58  0.12
H 3.66 -2.07 0.25  0.11

=====

Density functional theory data (ωB97M-V/def2-TZVPD) for a molecular structure, C13H23F5NOPTeTi in a non-equilibrium geometry.

Summary:
expectation value of S² = 2.0072
multiplicity = 3
E_LUMO (alpha / beta) = -0.6 / -2.7 eV
total energy = -2597.2422 Eh
orbital gap (alpha / beta) = 6.33 / 5.94 eV

Last column: Löwdin charge in e.
Geometry (Å):
C -2.61 0.29 -2.85  -0.07
C -2.34 -0.90 -2.19  -0.05
C -1.55 -0.95 -1.04  -0.26
C -0.93 0.22 -0.58  -0.13
C -1.23 1.44 -1.21  -0.31
C -2.06 1.46 -2.34  -0.07
C -1.54 -2.27 -0.29  -0.14
C -0.27 -3.15 -0.21  -0.19
N 0.99 -2.41 -0.33  -0.32
Ti 0.39 -0.31 1.02  0.74
C -0.83 2.80 -0.66  -0.27
P 0.85 2.96 -0.16  0.91
H -2.80 -1.82 -2.55  0.11
H -2.28 2.41 -2.83  0.10
H -3.25 0.31 -3.73  0.11
H -1.45 3.07 0.22  0.13
H -0.97 3.61 -1.41  0.11
H -1.91 -2.11 0.74  0.12
H -2.28 -2.93 -0.77  0.11
H -0.26 -3.67 0.76  0.13
C 1.22 4.19 1.05  -0.19
C 2.02 2.77 -1.47  -0.20
H -0.29 -3.92 -0.99  0.12
C 1.36 -2.15 -1.72  -0.07
C 2.09 -3.14 0.33  -0.09
H 0.52 1.50 1.25  0.07
H 1.69 -3.09 -2.19  0.09
H 0.50 -1.75 -2.28  0.08
H 2.19 -1.43 -1.74  0.09
H 2.28 -4.09 -0.19  0.09
H 3.00 -2.53 0.29  0.08
H 1.83 -3.35 1.37  0.10
H 2.12 3.70 -2.05  0.07
H 3.00 2.50 -1.06  0.07
H 1.72 1.97 -2.17  0.07
H 1.19 5.20 0.59  0.07
H 0.50 4.13 1.88  0.08
H 2.23 4.01 1.46  0.08
H 1.12 1.51 0.71  0.04
F -1.04 -2.58 4.27  -0.57
Te -0.58 -0.66 4.48  1.91
F 2.21 -0.48 1.35  -0.48
F -0.51 1.31 4.24  -0.59
F -2.43 -0.39 4.23  -0.44
F -0.97 -0.60 6.41  -0.57
O -0.65 -0.68 2.36  -0.69

=====

Repeat the second record exactly.
Density functional theory data (ωB97M-V/def2-TZVPD) for a gas-phase ion, C6H16N2 (charge +1) in a non-equilibrium geometry.

Summary:
net charge = +1
expectation value of S² = 0.7544
multiplicity = 2
E_LUMO (alpha / beta) = -2.8 / -8.0 eV
total energy = -347.3247 Eh
orbital gap (alpha / beta) = 10.08 / 4.84 eV

Last column: Löwdin charge in e.
Geometry (Å):
C -1.31 -1.29 0.47  -0.14
N 0.12 -1.08 0.14  0.16
C 0.54 -0.79 -1.23  -0.15
C 1.93 -0.19 -1.15  -0.20
C 2.25 1.30 -1.48  -0.27
N 2.72 2.18 -0.38  0.00
C -1.95 -0.01 0.98  -0.22
C -3.07 -0.30 2.03  -0.07
H -1.87 -1.68 -0.45  0.17
H -1.08 -2.02 1.26  0.15
H 0.47 -0.33 0.72  0.14
H -0.10 -0.24 -1.88  0.14
H 0.58 -1.77 -1.79  0.17
H 2.52 -0.39 -0.16  0.15
H 2.62 -0.89 -1.71  0.12
H 2.97 1.16 -2.28  0.10
H 1.28 1.69 -1.93  0.13
H 3.01 1.77 0.43  0.01
H 1.89 2.84 -0.08  0.13
H -1.14 0.65 1.42  0.13
H -2.44 0.52 0.24  0.08
H -3.95 -0.74 1.47  0.11
H -3.34 0.60 2.65  0.10
H -2.68 -0.99 2.72  0.05

=====

> Among the records above, which one has the lowest total energy?

C43H38F6N2O5